65
Properties=species:S:1:pos:R:3:lowdin_charge:R:1 method="wB97M-V/def2-TZVPD" e_lumo_ev="-1.9 / -3.2" spin_multiplicity=2 total_charge=0 relative_energy_kcal_mol=31.15
Ir 0.9514 -0.5955 -0.7898 1.68
Cl -1.5652 -6.0596 -3.9025 0.73
C -1.2978 -4.4542 -3.3173 -0.59
C -2.1958 -3.4667 -3.6081 -0.14
C -2.0034 -2.1423 -3.1572 -0.64
I -3.3829 -0.6708 -3.6137 0.99
C -0.9009 -1.8309 -2.4017 -0.38
O -0.6223 -0.6104 -1.9358 -0.23
C 0.0118 -2.8651 -2.0996 -0.14
N 1.0743 -2.5006 -1.3299 -0.05
C 2.0056 -3.3606 -0.9915 -0.05
C 1.9273 -4.6913 -1.4237 0.00
C 0.8637 -5.1030 -2.1802 0.02
C -0.1418 -4.1812 -2.5417 -0.15
H -3.0710 -3.7003 -4.1977 0.10
H 2.7952 -2.9931 -0.3502 0.13
H 2.7070 -5.3787 -1.1319 0.12
H 0.7816 -6.1309 -2.5055 0.11
O 4.1708 0.3317 1.4158 0.12
C 3.4320 0.3728 0.4679 -0.52
O 2.6507 -0.6675 0.1677 -0.20
C 3.5404 1.4781 -0.5501 -0.04
C 4.5828 2.3781 -0.3715 0.09
C 4.7811 3.3968 -1.2778 -0.12
C 3.9760 3.5490 -2.3931 0.09
C 2.9652 2.6391 -2.5766 -0.06
C 2.6891 1.6116 -1.6611 -0.25
O 1.5933 0.8938 -1.8656 -0.24
N 2.1401 2.7667 -3.7865 -0.35
O 1.9634 1.7656 -4.4438 0.11
O 1.7371 3.8785 -4.0613 0.10
N 5.8769 4.3529 -1.0619 -0.35
O 6.0331 5.2182 -1.8998 0.08
O 6.5892 4.1804 -0.0959 0.09
H 5.2262 2.2707 0.4895 0.14
H 4.1359 4.3540 -3.0951 0.14
Cl -2.7227 1.5569 5.0408 0.74
C -2.1309 2.5881 3.7834 -0.59
C -2.1783 3.9589 3.9650 -0.10
C -1.6657 4.8024 2.9930 -0.08
C -1.1206 4.2726 1.8361 -0.10
C -1.1078 2.9001 1.6618 -0.55
Cl -0.4850 2.2716 0.1583 0.76
C -1.6000 2.0136 2.6244 -0.31
N -1.5091 0.6278 2.4756 0.06
C -2.6623 -0.1760 2.3218 -0.22
C -3.9265 0.3754 2.1383 -0.03
C -5.0324 -0.4426 1.9748 -0.08
C -4.8896 -1.8216 1.9811 -0.09
C -3.6308 -2.3704 2.1708 -0.03
C -2.5128 -1.5674 2.3569 -0.15
C -1.1610 -2.2014 2.5907 -0.04
C -0.4320 -2.3983 1.2761 -0.52
O -0.3219 -3.4638 0.7227 0.10
O -0.0155 -1.2231 0.7965 -0.22
H -2.5991 4.3525 4.8793 0.11
H -1.6900 5.8735 3.1377 0.11
H -0.7224 4.9112 1.0604 0.11
H -0.7617 0.3316 1.8610 0.07
H -4.0408 1.4517 2.1124 0.11
H -6.0081 0.0038 1.8333 0.10
H -5.7494 -2.4641 1.8474 0.10
H -3.5063 -3.4469 2.1909 0.12
H -1.2787 -3.1831 3.0435 0.13
H -0.5587 -1.5680 3.2434 0.13

***

58
Properties=species:S:1:pos:R:3:lowdin_charge:R:1 method="wB97M-V/def2-TZVPD" e_lumo_ev="-4.3 / -6.0" spin_multiplicity=2 total_charge=+1 relative_energy_kcal_mol=49.40
Ir -0.2375 0.5569 0.1151 1.35
Br 4.3817 0.8878 6.0275 0.78
C 2.9911 0.8379 4.7461 -0.67
C 1.6627 0.8808 5.1818 -0.08
C 0.6607 0.8341 4.2501 0.02
C 0.9089 0.7650 2.8537 -0.31
O -0.1167 0.7151 2.0913 -0.23
C 2.2978 0.7563 2.4099 -0.11
C 2.7350 0.7254 1.0625 0.00
N 1.9640 0.8243 -0.0050 0.00
C 2.3593 0.8232 -1.2951 -0.20
C 3.7035 0.8525 -1.7404 0.02
C 3.9928 0.8656 -3.0859 -0.05
C 2.9872 0.8802 -4.0402 0.00
C 1.6347 0.8522 -3.6549 -0.13
C 0.5684 0.8690 -4.5778 0.04
C -0.7321 0.7998 -4.1190 -0.01
C -0.9712 0.7108 -2.7604 -0.07
N 0.0249 0.6926 -1.8552 -0.13
C 1.3127 0.7895 -2.2707 -0.14
C 3.2967 0.7761 3.3995 -0.08
H 1.4382 0.9580 6.2333 0.11
H -0.3712 0.8494 4.5577 0.13
H 3.8076 0.5994 0.9195 0.14
H 4.5069 0.8628 -1.0231 0.11
H 5.0273 0.8666 -3.3957 0.12
H 3.2361 0.8996 -5.0897 0.12
H 0.7830 0.9453 -5.6305 0.13
H -1.5615 0.8029 -4.8069 0.12
H -1.9771 0.6268 -2.3776 0.12
H 4.3327 0.7775 3.0947 0.11
F -2.7204 5.3877 1.2303 0.14
C -3.4067 4.9460 0.1673 -0.62
F -2.7317 5.3346 -0.9261 0.13
F -4.5695 5.6018 0.1552 0.15
C -3.6026 3.4513 0.1957 -0.11
C -4.8772 2.9038 0.2142 0.03
C -5.0237 1.5230 0.2545 -0.03
C -3.8769 0.7419 0.2692 -0.11
N -2.6649 1.2592 0.2147 -0.03
C -2.4956 2.5862 0.1854 -0.68
S -0.8478 3.0861 0.1253 0.70
H -5.7417 3.5490 0.1987 0.13
H -5.9994 1.0665 0.2749 0.11
H -3.9165 -0.3346 0.3221 0.12
C -0.5205 -1.4075 0.1040 -0.14
C -0.3820 -2.6243 0.1291 -0.08
C -0.2540 -4.0212 0.1444 -0.26
C 1.0126 -4.6226 0.0396 -0.02
C 1.1201 -5.9964 0.0427 -0.07
C -0.0172 -6.7892 0.1518 -0.06
C -1.2724 -6.1999 0.2628 -0.06
C -1.3981 -4.8274 0.2617 -0.02
H 1.8905 -3.9984 -0.0433 0.12
H 2.0909 -6.4622 -0.0412 0.11
H 0.0733 -7.8639 0.1542 0.11
H -2.1514 -6.8195 0.3472 0.11
H -2.3649 -4.3556 0.3499 0.12

***

78
Properties=species:S:1:pos:R:3:lowdin_charge:R:1 method="wB97M-V/def2-TZVPD" e_lumo_ev="3.7 / 3.7" spin_multiplicity=3 total_charge=-2
Tm -0.3953 0.8256 -0.2972 1.54
C 3.7563 1.2305 2.0272 -0.03
C 2.3272 1.5046 1.6809 -0.27
N 1.8704 1.5389 0.4933 -0.03
N 2.7118 1.3716 -0.5637 0.05
C 2.0425 1.6476 -1.6806 -0.49
O 0.9143 2.2299 -1.7080 -0.10
C 2.7080 1.1955 -2.9438 -0.13
C 1.9584 1.1410 -4.1142 -0.01
C 2.5187 0.6349 -5.2806 -0.08
C 3.8358 0.1912 -5.2852 -0.11
C 4.5879 0.2496 -4.1170 -0.10
C 4.0249 0.7454 -2.9501 -0.04
C 1.3289 1.8201 2.7387 -0.23
C 1.5990 1.6367 4.0889 -0.02
C 0.6522 2.0315 5.0212 -0.07
C -0.5291 2.6008 4.5791 -0.06
C -0.7234 2.7188 3.2099 -0.13
N 0.1764 2.3431 2.3100 0.12
H 4.3310 1.1515 1.1072 0.06
H 3.8323 0.2853 2.5764 0.07
H 4.1710 2.0259 2.6557 0.08
H 0.9284 1.4708 -4.0755 0.11
H 1.9234 0.5769 -6.1847 0.09
H 4.2730 -0.2080 -6.1933 0.09
H 5.6124 -0.1066 -4.1138 0.09
H 4.5883 0.7758 -2.0255 0.10
H 2.5213 1.1569 4.3945 0.11
H 0.8346 1.8898 6.0797 0.11
H -1.3009 2.9185 5.2706 0.10
H -1.6514 3.1184 2.8139 0.12
O -3.8104 0.4623 2.3689 0.03
C -2.6146 0.4538 2.0867 -0.60
O -2.0555 1.0923 1.1257 -0.16
C -1.6772 -0.2927 3.0294 -0.05
C -2.0891 -0.4139 4.3328 0.06
C -1.2804 -1.0081 5.2982 -0.16
C -0.0499 -1.5345 4.9451 0.05
C 0.3306 -1.4751 3.6361 -0.07
C -0.4163 -0.8268 2.6076 -0.29
O 0.0376 -0.7357 1.4168 -0.16
N 1.6152 -2.1165 3.3123 -0.32
O 1.6105 -2.9996 2.4871 0.10
O 2.6299 -1.6841 3.8557 0.05
N -1.7167 -1.0906 6.6767 -0.37
O -0.9957 -1.6612 7.4907 0.02
O -2.7827 -0.5769 6.9866 0.04
H -3.0609 -0.0247 4.6016 0.13
H 0.5824 -2.0028 5.6864 0.13
Br -3.6245 -1.3253 -6.9519 0.68
C -3.7617 -0.0034 -5.5831 -0.67
C -4.8283 0.8820 -5.6198 -0.15
C -4.9290 1.8472 -4.6255 -0.08
C -3.9752 1.9184 -3.6189 -0.01
C -2.9125 1.0273 -3.6039 -0.10
C -2.7991 0.0510 -4.5906 -0.05
C -1.8620 1.1156 -2.5167 -0.62
O -2.0210 1.9689 -1.6046 -0.06
O -0.8698 0.3520 -2.5717 -0.08
H -5.5647 0.8137 -6.4092 0.09
H -5.7595 2.5453 -4.6424 0.10
H -4.0351 2.6556 -2.8268 0.12
H -1.9654 -0.6374 -4.5504 0.12
F 3.5583 -2.2640 -1.4588 0.13
C 2.6691 -2.5492 -0.4996 -0.67
F 2.9207 -1.7775 0.5459 0.15
F 2.7950 -3.8264 -0.1660 0.14
S 1.0112 -2.1987 -1.2254 0.66
O 0.9628 -0.7473 -1.0879 -0.39
O 1.1165 -2.7364 -2.5466 -0.25
N -0.0238 -2.9834 -0.3418 -0.25
S -1.4544 -2.3976 -0.0183 0.67
O -1.7152 -1.0539 -0.5390 -0.35
O -1.9786 -2.8016 1.2458 -0.21
C -2.4660 -3.3612 -1.1933 -0.68
F -2.1583 -3.0273 -2.4471 0.14
F -2.2615 -4.6676 -1.0337 0.13
F -3.7533 -3.0965 -0.9771 0.14

***

no.,DFT total energy (a.u.)
1,-3906.7176
2,-4769.4055
3,-7590.9264